Entry i
C7H14O2 as an isolated structure. Source: the Open Molecules 2025 dataset; level of theory: ωB97M-V/def2-TZVPD.

Results
Gap between HOMO and LUMO (spin up / spin down) = 6.243 / 6.885 eV

ORCA input file:
```
! RIJCOSX wB97M-V def2-TZVPD def2/J DEFGRID3
* xyz 0 1
H 1.71 2.36 0.37
O 1.19 -0.19 0.76
H 2.31 2.19 -1.36
H -0.63 1.26 2.20
H -3.15 -0.68 -0.17
H 2.16 -0.08 -2.45
C -0.93 -1.51 1.54
H -1.02 0.17 -1.77
H -1.23 -1.53 -1.22
O -2.78 -0.18 -0.91
C 1.91 1.73 -0.48
C -0.82 -0.38 0.84
C -1.39 -0.47 -0.97
C 1.52 0.45 -0.50
H -1.84 -2.07 1.65
H -2.27 1.03 1.53
H 2.82 -1.11 -1.16
H -0.06 -2.08 1.84
C -1.21 0.99 1.32
H -1.01 1.72 0.54
H 1.61 0.28 1.51
C 1.93 -0.58 -1.51
H 1.16 -1.34 -1.61
*
```

Partial atomic charges computed with the Löwdin method, in multiples of e: number 1, H, carries 0.0676; number 2, O, carries -0.0524; number 3, H, carries 0.0659; number 4, H, carries 0.0816; number 5, H, carries 0.0782; number 6, H, carries 0.0886; number 7, C, carries -0.0658; number 8, H, carries 0.0912; number 9, H, carries 0.0826; number 10, O, carries -0.1085; number 11, C, carries 0.0700; number 12, C, carries -0.3035; number 13, C, carries -0.1662; number 14, C, carries -0.3823; number 15, H, carries 0.0420; number 16, H, carries 0.0897; number 17, H, carries 0.0934; number 18, H, carries 0.0393; number 19, C, carries -0.0756; number 20, H, carries 0.0738; number 21, H, carries 0.1423; number 22, C, carries -0.0277; number 23, H, carries 0.0759

=====

Entry ii
C7H14O2 as an isolated structure. Source: the Open Molecules 2025 dataset; level of theory: ωB97M-V/def2-TZVPD.

Results
Gap between HOMO and LUMO = 8.649 eV

ORCA input file:
```
! RIJCOSX wB97M-V def2-TZVPD def2/J DEFGRID3
* xyz 0 1
H -0.41 -3.48 -0.90
H 0.94 -2.44 -1.34
H -0.24 4.56 -0.31
H 1.28 0.40 0.82
C 0.57 2.63 0.14
H 1.50 0.73 -1.67
C 0.21 -2.05 1.34
H -0.12 -1.51 2.22
H -1.45 3.19 -0.18
H -0.97 1.69 1.53
C -0.44 -1.54 0.07
O 0.71 0.19 -1.81
O -0.66 0.77 1.55
C 0.27 0.66 0.53
H 1.31 -2.01 1.27
C -0.15 0.28 -0.77
H -0.07 -3.10 1.52
C -0.40 3.49 -0.18
H 1.60 3.01 0.17
H -1.16 0.56 -1.08
C -0.13 -2.44 -1.11
H -0.67 -2.15 -2.02
H -1.52 -1.45 0.23
*
```

Partial atomic charges computed with the Löwdin method, in multiples of e: number 1, H, carries 0.0749; number 2, H, carries 0.0789; number 3, H, carries 0.0460; number 4, H, carries 0.1368; number 5, C, carries -0.0678; number 6, H, carries 0.1161; number 7, C, carries -0.1063; number 8, H, carries 0.0694; number 9, H, carries 0.0467; number 10, H, carries 0.0940; number 11, C, carries -0.2682; number 12, O, carries 0.0181; number 13, O, carries -0.0249; number 14, C, carries -0.2922; number 15, H, carries 0.0812; number 16, C, carries -0.2655; number 17, H, carries 0.0840; number 18, C, carries -0.0821; number 19, H, carries 0.0496; number 20, H, carries 0.1487; number 21, C, carries -0.1217; number 22, H, carries 0.0748; number 23, H, carries 0.1095

=====

Entry iii
C7H14O2 as an isolated structure. Source: the Open Molecules 2025 dataset; level of theory: ωB97M-V/def2-TZVPD.

Results
Gap between HOMO and LUMO = 9.362 eV

ORCA input file:
```
! RIJCOSX wB97M-V def2-TZVPD def2/J DEFGRID3
* xyz 0 1
H 0.34 1.16 -2.29
C -2.53 -0.73 -2.39
O 0.25 -1.39 1.93
H 1.92 0.72 -1.60
H 0.19 0.97 3.09
C -0.71 -0.82 -0.51
C -0.13 0.92 2.05
H -3.16 -1.30 -1.68
H 2.49 -0.10 2.37
H 2.42 0.97 0.96
H 0.08 1.89 1.60
H -2.83 0.34 -2.29
H -1.20 0.73 2.02
C 0.21 0.05 -0.54
H -1.37 -1.42 0.08
H 0.79 -2.10 1.55
H 0.96 2.01 -0.84
H 2.61 -0.78 0.74
C 0.62 -0.18 1.33
H -2.81 -1.04 -3.40
O -1.18 -0.95 -2.17
C 2.13 -0.01 1.34
C 0.90 1.04 -1.36
*
```

Partial atomic charges computed with the Löwdin method, in multiples of e: number 1, H, carries 0.0864; number 2, C, carries -0.2167; number 3, O, carries -0.0187; number 4, H, carries 0.0900; number 5, H, carries 0.0889; number 6, C, carries 0.0511; number 7, C, carries -0.0366; number 8, H, carries 0.0718; number 9, H, carries 0.0889; number 10, H, carries 0.0782; number 11, H, carries 0.0828; number 12, H, carries 0.0754; number 13, H, carries 0.0875; number 14, C, carries -0.1539; number 15, H, carries 0.1178; number 16, H, carries 0.1092; number 17, H, carries 0.0839; number 18, H, carries 0.0891; number 19, C, carries -0.5113; number 20, H, carries 0.0759; number 21, O, carries -0.2450; number 22, C, carries -0.0509; number 23, C, carries -0.0438

=====

Entry iv
C7H14O2 as an isolated structure. Source: the Open Molecules 2025 dataset; level of theory: ωB97M-V/def2-TZVPD.

Results
Gap between HOMO and LUMO = 7.844 eV

ORCA input file:
```
! RIJCOSX wB97M-V def2-TZVPD def2/J DEFGRID3
* xyz 0 1
C 0.32 -0.91 -1.03
H -0.93 0.92 -0.82
C -1.83 -1.61 0.21
H 1.48 -2.05 1.18
O 1.23 1.78 -1.15
H -2.04 -2.63 -0.13
H 0.03 -2.24 2.19
H 1.48 3.74 -1.75
C -0.35 -1.36 0.24
C 0.46 0.63 0.77
H -0.19 -1.16 -1.97
H 0.52 1.98 2.13
H 0.43 3.52 -0.32
H -2.36 -0.94 -0.47
O -0.14 1.56 1.56
C 0.42 -2.28 1.16
H 1.45 0.31 1.08
H -2.28 -1.50 1.20
H 0.31 -3.32 0.82
H 1.38 -1.13 -1.11
H -0.16 3.12 -1.94
C 0.73 3.08 -1.29
C 0.03 0.48 -0.56
*
```

Partial atomic charges computed with the Löwdin method, in multiples of e: number 1, C, carries -0.0999; number 2, H, carries 0.1504; number 3, C, carries -0.0587; number 4, H, carries 0.0748; number 5, O, carries -0.2619; number 6, H, carries 0.0888; number 7, H, carries 0.0829; number 8, H, carries 0.0696; number 9, C, carries -0.3559; number 10, C, carries -0.1617; number 11, H, carries 0.1250; number 12, H, carries 0.1190; number 13, H, carries 0.0619; number 14, H, carries 0.0791; number 15, O, carries 0.0467; number 16, C, carries -0.0779; number 17, H, carries 0.1482; number 18, H, carries 0.0862; number 19, H, carries 0.0855; number 20, H, carries 0.1296; number 21, H, carries 0.0678; number 22, C, carries -0.2435; number 23, C, carries -0.1562

=====

Going by the computed energies, the most stable comes first: entry iii, entry iv, entry ii, entry i.